Computed, not measured: 2 unconnected molecules or ions with the total composition C26H41ClFN2O11, with wB97M-V/def2-TZVPD.

Atoms and positions in Å:
C (-0.23346, -1.29819, -5.25913)
C (-1.35702, -2.39394, -5.12093)
O (-0.75720, -3.62437, -4.66781)
C (-1.71212, -4.36675, -3.91546)
C (-1.54313, -4.10051, -2.36291)
O (-0.28674, -3.52258, -2.01433)
C (0.10371, -3.84646, -0.68614)
C (-0.66244, -2.96771, 0.38359)
O (-0.26255, -1.60140, 0.28424)
C (0.63432, -1.19500, 1.31299)
C (0.15601, 0.09423, 2.08465)
C (-1.32569, -0.33255, 2.56974)
C (-2.49776, 0.41633, 1.82667)
O (-2.54582, 0.19711, 0.42368)
C (-3.86726, -0.18308, 2.42156)
N (-4.41630, -1.13464, 1.40509)
C (0.32983, 1.50539, 1.42964)
C (1.55369, 1.78658, 0.48131)
C (1.34669, 1.06483, -0.91534)
C (1.56143, 1.97274, -2.15469)
C (2.33397, 1.39745, -3.26191)
C (2.59650, 2.08298, -4.51025)
C (2.05059, 3.42306, -4.67405)
C (1.30955, 3.99955, -3.57352)
C (1.03684, 3.32097, -2.31642)
C (0.18636, 2.40118, 2.75100)
O (-0.01066, 3.58463, 2.81419)
N (0.35162, 1.61813, 3.95524)
C (0.89117, 0.32206, 3.46533)
F (0.79203, -0.77336, 4.36528)
C (2.44095, 0.60277, 3.48033)
C (3.34725, -0.59525, 3.03596)
O (4.73672, -0.21394, 3.34844)
C (5.27813, 0.34410, 2.18002)
C (5.38329, 1.88990, 1.96403)
O (5.72564, -0.35130, 1.30865)
H (-0.06159, -0.87879, -4.23153)
H (-0.64496, -0.47081, -5.90110)
H (0.71327, -1.69033, -5.70794)
H (-1.77318, -2.58349, -6.14484)
H (-2.12883, -1.98564, -4.42222)
H (-1.62762, -5.47213, -4.07723)
H (-2.76763, -4.07503, -4.17754)
H (-1.78351, -5.02379, -1.75718)
H (-2.34072, -3.35157, -2.07714)
H (-0.07968, -4.92912, -0.43594)
H (1.20187, -3.67226, -0.54000)
H (-1.75000, -2.99740, 0.08072)
H (-0.61993, -3.39865, 1.41502)
H (1.61672, -0.96635, 0.80091)
H (0.85648, -1.97736, 2.08232)
H (-1.47518, -0.12615, 3.66594)
H (-1.48904, -1.44206, 2.46646)
H (-2.46215, 1.51219, 2.09209)
H (-1.70054, 0.40502, -0.00313)
H (-4.59959, 0.66056, 2.46968)
H (-3.67687, -0.68893, 3.40473)
H (-3.81604, -1.95842, 1.32036)
H (-5.31856, -1.49112, 1.73032)
H (-0.52691, 1.92603, 0.82705)
H (1.60185, 2.90567, 0.36088)
H (2.54392, 1.46243, 0.88354)
H (0.33406, 0.58158, -0.90392)
H (2.11340, 0.24354, -0.97844)
H (2.74468, 0.36639, -3.13348)
H (3.17313, 1.52878, -5.28254)
H (2.23276, 3.93805, -5.64243)
H (0.90634, 5.03054, -3.72782)
H (0.45291, 3.77805, -1.48305)
H (-0.44348, 1.55898, 4.59064)
H (2.72400, 1.54027, 2.93133)
H (2.70676, 0.81471, 4.55432)
H (3.33900, -0.79769, 1.93410)
H (3.08471, -1.56711, 3.53022)
H (6.38319, 2.21169, 2.35119)
H (5.35163, 2.17491, 0.88362)
H (4.59716, 2.47914, 2.49222)
O (-7.28389, 2.76535, 1.93637)
Cl (-6.05422, 3.38350, 2.37827)
O (-6.35335, 4.45311, 3.30296)
O (-5.33906, 3.91183, 1.23926)
O (-5.22944, 2.38893, 3.04427)

Force components x, y, z for each atom (eV/Å):
-0.9 0.0 0.4
1.4 0.8 -1.0
-1.5 0.1 0.3
0.1 -0.4 1.0
-1.4 0.9 0.3
0.1 -1.1 0.4
0.0 0.2 1.5
-1.0 -0.6 -1.5
0.2 -0.6 1.4
1.9 1.3 -0.3
-0.9 -2.0 0.8
-0.5 0.8 -0.5
-0.5 -0.7 1.3
0.5 0.3 0.2
0.1 0.3 -1.5
-0.1 -0.4 0.9
-0.6 0.9 0.8
-0.1 0.1 0.0
0.4 0.4 0.3
0.5 0.4 -1.8
-0.4 1.1 0.0
-1.4 0.7 1.9
0.2 -1.7 1.5
0.1 -0.4 -0.1
1.3 -1.5 -1.4
0.4 0.1 0.6
-0.1 -0.5 -0.6
-0.1 -1.1 -1.2
2.0 0.6 0.0
-0.9 1.1 -0.8
0.4 -0.7 0.2
-0.2 0.3 -0.4
-0.4 0.7 -1.2
0.7 0.5 -0.7
-0.2 0.2 0.8
-0.3 -0.2 0.5
0.2 -0.4 -1.0
0.5 -0.7 0.6
-0.9 0.2 0.4
-0.1 0.1 0.9
0.5 -0.6 -0.5
0.3 1.0 -0.3
1.0 -0.3 0.1
0.5 0.7 -0.7
0.6 -0.7 -0.2
0.0 0.8 -0.4
-0.9 0.0 -0.5
1.0 0.1 0.4
0.4 0.5 -0.7
-0.8 -0.3 0.5
-0.5 0.4 -0.7
0.2 -0.1 -1.1
0.4 1.1 -0.1
0.0 -0.9 -0.4
-0.2 -0.1 0.4
0.7 -0.9 0.4
-0.1 0.7 -0.6
-0.1 0.3 0.0
0.3 0.3 0.0
0.5 -0.9 0.7
0.0 -1.1 0.1
-0.8 0.3 -0.1
0.9 0.4 -0.3
-0.9 0.6 -0.1
-0.4 1.0 -0.1
-0.5 0.8 0.5
-0.3 -0.2 1.0
0.4 -1.0 0.3
0.5 -0.2 -1.0
0.2 0.3 -0.3
-0.5 -1.0 0.4
-0.4 -0.3 -1.0
-0.3 0.2 0.9
0.4 1.1 -0.1
-0.8 -0.3 -0.2
0.0 -0.7 0.9
0.7 -0.5 -0.2
0.1 0.0 0.1
-0.2 0.3 -0.2
0.0 -0.1 0.0
0.0 -0.1 0.1
-0.1 0.2 0.1

Properties
- HOMO level (eV) = -5.8747
- charge = -1